Molecular formula: C5H7N2
Method: DFT, ωB97M-V with the def2-TZVPD basis set

Structure (XYZ):
```
14
Properties=species:S:1:pos:R:3
C -1.949 -1.404 0.918
C -1.288 -1.044 1.858
C 0.781 -0.430 -0.917
C 1.770 -1.121 -1.286
C 0.262 2.273 0.485
N -0.232 0.314 -0.728
N -0.486 1.568 -0.257
H -2.368 -2.015 0.092
H -0.692 -0.639 2.617
H 2.113 -1.034 -2.324
H 2.181 -1.870 -0.735
H -0.182 3.268 0.748
H 1.274 2.051 0.552
H -1.185 0.083 -1.022
```

Summary:
Relative energy (zero: lowest compared OMol25 entry of this formula, charge and spin) (kcal per mole): 175.6
HOMO level (eV): -14.5
Multiplicity: 1
LUMO level (eV): -5.358
Net charge: +1

---

Molecular formula: C4H6O2
Method: DFT, ωB97M-V with the def2-TZVPD basis set

Structure (XYZ):
```
12
Properties=species:S:1:pos:R:3
C -1.821 0.315 0.064
C -0.470 -0.028 -0.523
O -0.325 -0.277 -1.701
C 0.698 -0.081 0.451
C 2.043 -0.279 -0.222
O 3.082 0.062 0.291
H -1.745 1.081 0.842
H -2.254 -0.583 0.523
H -2.488 0.648 -0.733
H 0.739 0.820 1.075
H 0.523 -0.915 1.149
H 2.017 -0.763 -1.216
```

Summary:
Relative energy (zero: lowest compared OMol25 entry of this formula, charge and spin) (kcal per mole): 18.0
HOMO level (eV): -9.7
Multiplicity: 1
LUMO level (eV): 0.750

---

Molecular formula: C2H3Cl2PS
Method: DFT, ωB97M-V with the def2-TZVPD basis set

Structure (XYZ):
```
9
Properties=species:S:1:pos:R:3
S 2.764 -1.708 1.116
P 1.626 -0.326 -0.020
Cl 2.522 1.322 0.687
Cl -0.164 -0.290 0.902
H 2.958 -2.796 0.376
C -2.936 0.796 -0.473
C -1.987 1.141 -1.122
H -3.604 0.310 0.243
H -1.179 1.551 -1.710
```

Summary:
Relative energy (zero: lowest compared OMol25 entry of this formula, charge and spin) (kcal per mole): 46.7
HOMO level (eV): -9.5
Multiplicity: 1
LUMO level (eV): 0.499

---

Molecular formula: C2H2Br2S2
Method: DFT, ωB97M-V with the def2-TZVPD basis set

Structure (XYZ):
```
8
Properties=species:S:1:pos:R:3
C 2.820 0.596 -0.303
C -0.827 -0.148 -0.405
S 3.245 2.085 0.124
S 0.743 -0.327 0.266
Br 3.855 -0.723 -0.973
Br -1.646 1.504 -0.243
H -0.850 -0.814 -1.222
H 0.774 0.551 1.274
```

Summary:
Relative energy (zero: lowest compared OMol25 entry of this formula, charge and spin) (kcal per mole): 85.9
HOMO level (spin up / spin down) (eV): -7.5 / -7.5
Multiplicity: 1
LUMO level (spin up / spin down) (eV): -0.807 / -0.716

---

Molecular formula: C65H149B3F12N7O10
Method: DFT, ωB97M-V with the def2-TZVPD basis set

Structure (XYZ):
```
246
Properties=species:S:1:pos:R:3
C 18.677 16.964 21.113
C 17.532 15.997 20.896
N 17.270 14.908 21.983
C 16.877 15.620 23.259
C 16.197 13.973 21.547
C 14.719 14.480 21.881
C 18.570 14.132 22.100
C 18.844 13.080 23.121
O 18.973 13.684 24.419
C 18.818 12.726 25.439
H 18.336 17.782 20.523
H 19.605 16.599 20.655
H 18.804 17.401 22.123
H 17.642 15.502 19.904
H 16.585 16.483 20.839
H 16.580 14.932 24.106
H 16.059 16.332 22.882
H 17.826 16.183 23.494
H 16.489 13.018 22.024
H 16.360 13.878 20.441
H 14.085 13.721 21.444
H 14.722 15.549 21.582
H 14.585 14.366 22.946
H 19.310 14.907 22.325
H 18.858 13.845 21.057
H 19.793 12.638 22.745
H 18.091 12.316 23.124
H 17.739 12.559 25.601
H 19.386 13.101 26.255
H 19.274 11.811 25.151
C 17.481 14.948 11.904
C 18.827 14.947 12.589
N 18.761 14.061 13.881
C 18.165 12.761 13.468
C 20.158 13.918 14.290
C 20.257 12.999 15.472
C 17.787 14.633 14.926
C 18.009 16.070 15.299
O 17.048 16.790 14.511
C 17.083 18.227 14.409
H 17.464 15.695 11.103
H 16.685 15.323 12.570
H 17.182 14.048 11.480
H 19.107 15.976 12.775
H 19.568 14.461 11.975
H 18.816 12.346 12.703
H 17.205 12.975 13.060
H 18.087 12.039 14.273
H 20.521 14.928 14.478
H 20.733 13.627 13.447
H 19.877 11.976 15.335
H 19.670 13.425 16.296
H 21.319 12.967 15.734
H 17.920 14.087 15.859
H 16.796 14.470 14.526
H 19.114 16.380 15.143
H 17.756 16.118 16.388
H 16.623 18.661 15.287
H 16.481 18.511 13.570
H 17.984 18.696 14.187
C 17.758 24.398 8.880
C 16.765 23.848 9.951
N 17.219 22.725 10.790
C 18.507 23.038 11.474
C 16.165 22.508 11.862
C 16.240 21.147 12.524
C 17.446 21.556 9.963
C 16.256 20.791 9.342
O 16.023 21.323 8.076
C 15.217 20.454 7.218
H 18.004 23.569 8.197
H 18.622 24.960 9.342
H 17.241 25.125 8.286
H 15.880 23.409 9.539
H 16.421 24.655 10.605
H 19.126 23.403 10.652
H 18.958 22.205 11.972
H 18.336 23.744 12.249
H 15.165 22.583 11.393
H 16.222 23.419 12.446
H 15.569 21.305 13.357
H 17.233 21.005 12.967
H 15.906 20.353 11.868
H 18.060 20.996 10.695
H 18.147 21.847 9.107
H 15.394 20.914 10.012
H 16.527 19.698 9.303
H 14.664 21.076 6.525
H 14.408 19.915 7.775
H 15.853 19.717 6.724
C 25.601 18.675 13.078
C 24.368 19.204 13.777
N 23.577 18.240 14.600
C 23.020 17.240 13.619
C 24.325 17.481 15.641
C 25.202 18.389 16.570
C 22.379 19.008 15.222
C 21.623 19.897 14.288
O 22.230 21.168 14.322
C 21.607 22.040 13.460
H 25.944 19.516 12.440
H 25.384 17.839 12.374
H 26.414 18.317 13.758
H 23.622 19.614 13.016
H 24.611 20.042 14.437
H 22.373 16.593 14.220
H 23.818 16.667 13.157
H 22.473 17.696 12.770
H 24.973 16.737 15.147
H 23.553 17.035 16.271
H 24.573 18.978 17.256
H 25.723 19.055 15.989
H 25.891 17.837 17.182
H 22.971 19.624 15.929
H 21.681 18.366 15.831
H 20.590 19.877 14.625
H 21.606 19.472 13.315
H 21.250 21.531 12.553
H 22.281 22.865 13.138
H 20.751 22.516 13.908
C 22.193 24.988 15.041
C 21.531 26.258 15.647
C 21.620 26.228 17.184
N 20.940 27.283 17.985
C 21.545 27.408 19.367
C 21.029 26.331 20.357
C 19.532 26.094 20.194
C 18.962 26.076 18.709
C 19.428 27.264 17.926
C 21.191 28.602 17.351
H 22.147 25.149 13.938
H 21.695 24.195 15.475
H 23.262 24.946 15.345
H 20.574 26.473 15.200
H 22.085 27.107 15.296
H 22.661 26.208 17.493
H 21.312 25.277 17.627
H 22.626 27.474 19.254
H 21.277 28.392 19.721
H 21.528 25.432 20.160
H 21.135 26.861 21.288
H 19.375 25.152 20.696
H 18.885 26.843 20.614
H 19.180 25.241 18.069
H 17.781 26.141 18.794
H 19.058 27.340 16.879
H 19.126 28.176 18.497
H 20.745 28.687 16.405
H 22.250 28.739 17.203
H 20.722 29.342 18.066
C 13.373 16.649 13.429
C 12.870 16.788 14.931
C 13.985 16.747 16.032
N 13.621 16.198 17.397
C 12.450 16.879 18.033
C 11.860 16.258 19.258
C 11.477 14.792 18.910
C 12.706 14.048 18.358
C 13.210 14.753 17.126
C 14.791 16.204 18.348
H 13.761 17.554 12.957
H 12.505 16.466 12.756
H 14.015 15.713 13.343
H 12.050 16.057 14.910
H 12.343 17.735 15.019
H 14.504 17.712 16.206
H 14.860 16.061 15.683
H 11.745 16.908 17.173
H 12.883 17.866 18.136
H 10.955 16.825 19.458
H 12.633 16.347 20.045
H 10.669 14.756 18.149
H 11.151 14.355 19.886
H 12.470 13.080 17.980
H 13.470 13.923 19.132
H 12.435 14.692 16.385
H 14.039 14.193 16.684
H 15.331 17.131 18.180
H 15.450 15.372 17.992
H 14.422 16.162 19.357
C 21.170 19.771 21.647
C 20.719 19.641 20.124
C 19.877 20.782 19.692
N 19.902 21.067 18.093
C 19.311 19.899 17.419
C 17.839 19.716 17.772
C 17.106 20.990 17.234
C 17.729 22.147 18.034
C 19.154 22.303 17.772
C 21.268 21.246 17.597
H 21.763 20.655 21.681
H 21.762 18.904 21.860
H 20.265 19.870 22.252
H 20.213 18.709 19.979
H 21.605 19.498 19.483
H 20.274 21.789 19.980
H 18.827 20.679 19.986
H 19.899 19.026 17.735
H 19.459 20.048 16.369
H 17.596 19.484 18.814
H 17.676 18.754 17.246
H 16.055 20.926 17.502
H 17.241 21.264 16.207
H 17.630 21.930 19.137
H 17.279 23.110 17.754
H 19.518 23.134 18.428
H 19.386 22.466 16.724
H 21.942 20.426 17.943
H 21.665 22.103 18.099
H 21.319 21.380 16.455
C 20.884 15.298 18.343
C 21.309 16.405 17.309
O 21.724 17.503 17.833
O 21.138 16.109 16.086
H 20.871 14.244 17.980
H 19.861 15.418 18.674
H 21.501 15.332 19.226
C 14.669 19.360 22.363
C 15.138 18.614 21.097
O 16.222 18.846 20.564
O 14.385 17.615 20.780
H 13.586 19.457 22.436
H 15.017 20.398 22.501
H 14.923 18.792 23.220
C 19.951 18.862 9.995
C 19.781 18.829 11.583
O 20.201 17.849 12.221
O 19.177 19.814 12.070
H 19.449 19.761 9.510
H 19.504 17.939 9.579
H 21.001 18.806 9.754
B 16.801 12.668 17.932
F 16.542 12.284 16.605
F 15.635 12.685 18.773
F 17.773 11.909 18.527
F 17.258 14.071 17.892
B 22.643 23.325 19.705
F 22.998 21.962 19.996
F 23.227 24.169 20.643
F 23.048 23.639 18.386
F 21.202 23.375 19.747
B 17.647 24.299 15.043
F 16.740 23.716 15.904
F 17.011 24.982 13.966
F 18.464 25.233 15.753
F 18.509 23.341 14.465
```

Summary:
HOMO level (eV): -9.7
Multiplicity: 1
LUMO level (eV): -1.300
Net charge: +1

---

Molecular formula: CH4BrN2
Method: DFT, ωB97M-V with the def2-TZVPD basis set

Structure (XYZ):
```
8
Properties=species:S:1:pos:R:3
N -0.595 -1.001 -0.053
C -0.473 0.292 0.048
N 0.713 0.912 -0.090
Br 2.223 -0.153 -0.015
H -1.496 -1.530 -0.022
H 0.366 -1.469 -0.192
H -1.368 1.056 0.122
H 0.629 1.894 0.202
```

Summary:
Relative energy (zero: lowest compared OMol25 entry of this formula, charge and spin) (kcal per mole): 31.6
HOMO level (eV): -15.4
Multiplicity: 1
LUMO level (eV): -4.938
Net charge: +1

---

Molecular formula: C8H14FIN
Method: DFT, ωB97M-V with the def2-TZVPD basis set

Structure (XYZ):
```
25
Properties=species:S:1:pos:R:3
C 0.425 0.600 2.691
C -0.227 0.259 0.141
C 1.231 0.131 0.296
C -1.063 -1.049 0.181
C -1.874 2.258 0.530
C 2.150 -1.431 -1.414
C -1.056 1.429 -0.433
C 2.296 -0.932 0.089
N 0.471 0.456 1.432
F 1.427 0.415 3.438
I 2.183 2.341 -0.279
H -0.594 0.751 3.066
H -0.778 -1.411 -0.849
H -2.208 -1.005 0.297
H -0.637 -1.788 0.796
H -2.562 1.613 1.170
H -2.670 2.800 -0.023
H -1.478 2.882 1.293
H 2.877 -2.206 -1.533
H 2.319 -0.555 -2.056
H 1.044 -1.788 -1.576
H -0.209 2.069 -0.988
H -1.743 0.994 -1.183
H 3.295 -0.585 0.061
H 2.175 -1.681 0.915
```

Summary:
Relative energy (zero: lowest compared OMol25 entry of this formula, charge and spin) (kcal per mole): 0.0
HOMO level (spin up / spin down) (eV): -11.0 / -14.1
Multiplicity: 3
<S²>: 2.016
LUMO level (spin up / spin down) (eV): -3.155 / -7.305
Net charge: +1

---

Molecular formula: C3H12NO2
Method: DFT, ωB97M-V with the def2-TZVPD basis set

Structure (XYZ):
```
18
Properties=species:S:1:pos:R:3
C 2.392 0.746 0.204
C 0.895 1.154 0.122
C 0.196 -0.500 1.713
N 0.051 0.032 0.565
H 2.765 1.057 1.183
H 2.573 -0.313 0.162
H 2.975 1.156 -0.660
H 0.795 2.024 0.761
H 0.512 1.360 -0.887
H -0.337 -1.329 2.179
H 0.870 -0.080 2.481
H -0.483 -0.578 -0.118
H -1.884 0.238 -2.836
H -0.780 1.003 -2.959
O -1.149 0.456 -2.230
H -1.518 -2.496 0.165
H -2.669 -1.399 -0.190
O -1.849 -1.599 0.269
```

Summary:
Relative energy (zero: lowest compared OMol25 entry of this formula, charge and spin) (kcal per mole): 38.4
HOMO level (eV): -15.6
Multiplicity: 1
LUMO level (eV): -4.356
Net charge: +1

---

Molecular formula: C7H9NO
Method: DFT, ωB97M-V with the def2-TZVPD basis set

Structure (XYZ):
```
18
Properties=species:S:1:pos:R:3
C -0.543 -0.174 -1.365
C -0.992 0.418 -0.195
C 0.106 1.336 0.505
C -0.471 -0.332 1.174
C 0.869 -0.899 0.637
C 0.847 -0.551 -0.840
C 1.383 0.402 0.156
H -0.487 -2.150 -1.716
H -0.286 0.577 -2.204
H -2.052 0.803 -0.058
H 0.137 2.333 0.458
H -1.002 1.262 2.212
H -1.214 -1.023 1.704
H 1.500 -1.761 1.095
H 1.521 -0.788 -1.683
H 2.432 0.801 0.047
N -0.164 0.918 1.820
O -1.582 -1.172 -1.747
```

Summary:
Relative energy (zero: lowest compared OMol25 entry of this formula, charge and spin) (kcal per mole): 164.5
HOMO level (eV): -9.1
Multiplicity: 1
LUMO level (eV): -0.007

---

Molecular formula: C7H14NO
Method: DFT, ωB97M-V with the def2-TZVPD basis set

Structure (XYZ):
```
23
Properties=species:S:1:pos:R:3
C -1.090 -0.452 0.106
C 0.297 -1.020 0.068
C 1.319 0.157 -0.323
C -1.981 -1.495 0.678
C 1.556 0.974 1.080
C 2.587 -0.505 -1.100
C -2.332 1.713 -0.518
N -1.401 0.706 -0.260
O 0.762 0.865 -1.251
H 0.686 -1.456 1.040
H 0.199 -1.815 -0.663
H -1.258 -2.240 1.178
H -2.502 -1.912 -0.084
H -2.637 -1.028 1.403
H 1.450 0.393 1.992
H 0.846 1.771 0.921
H 2.518 1.481 1.057
H 3.398 0.255 -1.214
H 2.392 -0.982 -1.998
H 2.877 -1.394 -0.466
H -2.184 2.389 0.255
H -3.284 1.288 -0.431
H -2.218 2.307 -1.469
```

Summary:
Relative energy (zero: lowest compared OMol25 entry of this formula, charge and spin) (kcal per mole): 148.8
HOMO level (spin up / spin down) (eV): -13.8 / -14.1
Multiplicity: 1
LUMO level (spin up / spin down) (eV): -7.116 / -7.151
Net charge: +1

---

Molecular formula: C2H3N5O
Method: DFT, ωB97M-V with the def2-TZVPD basis set

Structure (XYZ):
```
11
Properties=species:S:1:pos:R:3
C -0.437 0.153 -0.298
C 0.322 -0.675 0.549
H -2.082 -1.020 -0.013
H -2.483 0.157 -1.311
H 2.331 -0.648 0.935
N -1.859 0.099 0.022
N -0.177 1.283 -0.918
N 1.085 1.587 -0.707
N 1.973 0.976 0.133
N 1.526 -0.186 0.655
O -0.199 -1.726 0.954
```

Summary:
Relative energy (zero: lowest compared OMol25 entry of this formula, charge and spin) (kcal per mole): 144.7
HOMO level (eV): -9.9
Multiplicity: 1
LUMO level (eV): -1.204

---

Molecular formula: C4H3HgO4
Method: DFT, ωB97M-V with the def2-TZVPD basis set

Structure (XYZ):
```
12
Properties=species:S:1:pos:R:3
O 2.432 -2.886 1.042
C 3.391 -3.029 0.458
C -0.390 1.808 -0.603
C -0.409 1.124 0.717
O -0.250 -0.088 0.696
C -1.316 -0.241 -1.350
O -0.713 0.801 -1.607
O -1.504 -1.367 -1.419
Hg 0.125 -2.548 1.976
H 0.607 2.206 -0.842
H -1.159 2.589 -0.673
H -0.814 1.631 1.605
```

Summary:
HOMO level (spin up / spin down) (eV): -18.6 / -20.0
Multiplicity: 2
<S²>: 0.751
LUMO level (spin up / spin down) (eV): -9.473 / -11.718
Net charge: +2

---

Molecular formula: C21H26N4O3S
Method: DFT, ωB97M-V with the def2-TZVPD basis set

Structure (XYZ):
```
55
Properties=species:S:1:pos:R:3
C -5.965 0.053 2.121
N -5.798 1.485 2.087
C -6.566 2.283 3.011
C -4.957 2.071 1.189
C -4.645 3.440 1.264
C -3.789 4.022 0.359
C -3.178 3.270 -0.645
C -2.305 3.948 -1.616
O -2.492 5.079 -2.014
N -1.257 3.215 -2.155
C -0.586 2.111 -1.662
C 0.108 1.292 -2.560
C 0.785 0.177 -2.108
C 0.783 -0.117 -0.757
S 1.661 -1.550 -0.175
O 1.140 -1.955 1.096
O 1.744 -2.539 -1.210
N 3.201 -0.866 0.069
C 4.321 -1.692 0.062
N 5.330 -1.287 -0.584
C 6.542 -2.064 -0.615
C 6.374 -3.421 -1.308
C 5.760 -4.495 -0.413
C 4.319 -4.205 0.003
C 4.186 -2.950 0.872
C 0.132 0.699 0.150
C -0.545 1.815 -0.295
C -3.504 1.917 -0.746
C -4.373 1.332 0.144
H -6.590 -0.304 1.295
H -4.996 -0.448 2.069
H -6.439 -0.233 3.058
H -7.349 1.671 3.452
H -7.044 3.118 2.494
H -5.943 2.681 3.819
H -5.068 4.054 2.042
H -3.563 5.075 0.424
H -0.881 3.623 -3.003
H 0.098 1.532 -3.613
H 1.304 -0.482 -2.786
H 3.350 -0.048 -0.508
H 7.266 -1.461 -1.172
H 6.936 -2.219 0.398
H 5.751 -3.282 -2.194
H 7.358 -3.762 -1.638
H 5.783 -5.448 -0.947
H 6.376 -4.607 0.484
H 3.685 -4.091 -0.879
H 3.943 -5.058 0.572
H 3.217 -2.941 1.368
H 4.970 -2.954 1.637
H 0.168 0.440 1.196
H -1.042 2.464 0.408
H -3.096 1.320 -1.548
H -4.619 0.291 0.012
```

Summary:
Relative energy (zero: lowest compared OMol25 entry of this formula, charge and spin) (kcal per mole): 48.7
HOMO level (eV): -8.0
Multiplicity: 1
LUMO level (eV): 0.290